Molecular formula: C32H41Cl3IN8O5PRbS2
Method: DFT, wB97M-V/def2-TZVPD

The HOMO energy is -3.54 eV. The value obtained for the LUMO energy is -0.0194 Eh. The gap between HOMO and LUMO comes out at 3.01 eV. Its net charge is -1. As for the relative energy (zero: lowest compared OMol25 entry of this formula, charge and spin): 219.5 kJ/mol.

Each line ends with the Löwdin charge.
Cartesian coordinates (Å):
Rb  -0.5125  0.8721  0.3245  0.8738
C  -0.3884  -3.8777  -3.5021  -0.0407
C  -1.1553  -3.2188  -2.3815  -0.2646
N  -1.1792  -3.6210  -1.1673  0.0957
N  -0.4375  -4.6781  -0.7987  -0.0590
C  -0.2205  -5.0043  0.5011  -0.9642
N  0.8319  -5.8591  0.6979  0.0614
S  -1.1654  -4.5295  1.7573  0.5972
C  -1.8633  -1.9717  -2.6795  -0.2343
C  -2.6672  -1.3513  -1.7215  -0.0197
C  -3.2468  -0.1348  -2.0301  -0.0728
C  -2.9999  0.4286  -3.2719  -0.0543
C  -2.2004  -0.2716  -4.1606  -0.1428
N  -1.6615  -1.4446  -3.8896  0.1051
H  -0.6682  -4.9272  -3.6084  0.0802
H  0.6837  -3.8214  -3.3028  0.0257
H  -0.5961  -3.3483  -4.4276  0.0649
H  0.2152  -5.0761  -1.4766  0.1086
H  1.5861  -5.8619  0.0284  0.0612
H  1.1012  -5.9905  1.6594  0.0774
H  -2.8258  -1.8227  -0.7629  0.0978
H  -3.8700  0.3598  -1.3006  0.0764
H  -3.4032  1.3930  -3.5342  0.1066
H  -1.9809  0.1321  -5.1424  0.1093
C  3.6183  -0.2338  -7.6297  -0.0671
C  3.0989  0.0581  -6.2511  -0.2943
C  3.5086  1.1811  -5.5445  -0.0517
C  2.9975  1.4457  -4.2837  -0.0565
C  2.0679  0.5881  -3.7252  -0.2554
C  1.6215  -0.5188  -4.4273  -0.0680
C  2.1447  -0.7796  -5.6798  -0.0462
S  1.2363  1.0430  -2.1983  0.4514
O  0.9811  -0.2012  -1.4899  -0.5848
O  2.1031  1.9674  -1.4879  -0.3340
N  -0.1209  1.6356  -2.7462  -0.2133
C  -0.2406  3.0190  -2.8268  -0.2537
C  -0.7887  3.6724  -1.4463  -0.7596
O  -0.3460  4.7969  -1.2353  -0.0546
O  -1.5595  2.9859  -0.7873  -0.2036
H  4.4839  0.3779  -7.8699  0.0668
H  2.8420  -0.0232  -8.3640  0.0759
H  3.8897  -1.2831  -7.7279  0.0712
H  4.2333  1.8502  -5.9878  0.1023
H  3.3054  2.3156  -3.7210  0.1076
H  0.8557  -1.1395  -3.9870  0.0807
H  1.8122  -1.6461  -6.2321  0.1059
H  -0.9833  3.2906  -3.5806  0.0958
H  0.7057  3.5387  -3.0109  0.0923
I  2.6235  -2.8746  -1.1778  1.0303
C  2.7401  -1.5776  0.4550  -0.6693
C  3.4983  -0.4293  0.3536  -0.1334
C  3.6139  0.3662  1.4803  -0.0419
C  2.9689  -0.0381  2.6388  -0.1559
N  2.2527  -1.1471  2.7210  0.0715
C  2.1233  -1.9050  1.6471  -0.2068
H  3.9846  -0.1595  -0.5714  0.1065
H  4.2053  1.2676  1.4482  0.1104
H  3.0500  0.5380  3.5521  0.1031
H  1.5189  -2.7981  1.7516  0.0806
Cl  -3.8972  1.6889  4.1750  0.3697
C  -5.5801  0.7127  3.0965  -1.3473
Cl  -6.6978  1.9934  2.7590  0.6795
Cl  -6.1683  -0.4336  4.2441  0.6746
C  -4.9185  0.2034  1.9799  -0.3627
N  -4.2899  -0.1431  1.0784  0.2819
C  -0.5592  0.2209  5.4264  -0.0346
C  -1.0840  -1.1027  4.8595  -0.5809
C  -2.4360  -1.4495  5.4904  -0.0468
C  -0.0653  -2.2324  5.0604  -0.0357
C  -1.2584  -0.9243  3.4339  -0.2030
N  -1.3709  -0.7909  2.3056  0.1081
H  -0.3677  0.1190  6.4931  0.0899
H  -1.2985  1.0036  5.2739  0.0510
H  0.3551  0.5138  4.9164  0.0798
H  -2.3169  -1.5885  6.5632  0.0878
H  -2.8418  -2.3602  5.0582  0.0905
H  -3.1410  -0.6404  5.3204  0.0165
H  0.0430  -2.4506  6.1224  0.0852
H  0.8994  -1.9381  4.6497  0.0639
H  -0.4001  -3.1331  4.5486  0.0637
C  0.6913  4.0890  4.3797  -0.1754
P  0.2773  3.5122  2.6791  0.5356
C  1.1441  4.6723  1.5674  -0.1435
C  -1.5039  3.8529  2.5247  -0.1640
O  0.6632  2.0994  2.4892  -0.4774
H  0.3988  5.1200  4.5434  0.0398
H  1.7605  3.9843  4.5391  0.0427
H  0.1724  3.4490  5.0874  0.0305
H  1.0060  5.7009  1.8951  0.0521
H  0.7347  4.5599  0.5606  0.0256
H  2.2037  4.4152  1.5518  0.0548
H  -1.7446  4.8572  2.8593  0.0546
H  -2.0491  3.1229  3.1228  -0.0320
H  -1.7826  3.7380  1.4770  0.0344



Molecular formula: C32H41IrN2PS2
Method: DFT, wB97M-V/def2-TZVPD

The HOMO energy (spin up / spin down) is -14.57 / -14.56 eV. As for the expectation value of S²: 0.7596. The value obtained for the LUMO energy (spin up / spin down) is -0.3442 / -0.3375 Eh. The gap between HOMO and LUMO (spin up / spin down) comes out at 5.20 / 5.37 eV. Its net charge is +2. As for the relative energy (zero: lowest compared OMol25 entry of this formula, charge and spin): 270.8 kJ/mol. As for the multiplicity: 2.

Each line ends with the Löwdin charge.
Cartesian coordinates (Å):
Ir  0.3308  1.7263  0.0992  1.0592
S  4.2118  3.9770  -0.4781  1.2317
C  4.7384  2.3714  -0.0584  -0.4184
C  6.0311  1.8760  0.0613  -0.0484
C  6.1888  0.5372  0.3578  -0.0346
C  5.0804  -0.2984  0.5469  -0.0369
C  3.7983  0.1907  0.4405  -0.0107
C  3.6255  1.5381  0.1258  -0.2809
N  2.4302  2.1980  -0.0642  -0.0511
C  2.5787  3.4656  -0.3872  -0.5337
C  1.4163  4.2471  -0.7419  -0.2754
C  1.4032  5.6377  -0.8193  -0.0016
C  0.2457  6.2889  -1.2100  -0.0149
C  -0.8832  5.5600  -1.5729  -0.0154
C  -0.8874  4.1718  -1.4827  -0.0852
C  0.2407  3.5313  -1.0253  -0.1763
H  6.8890  2.5193  -0.0808  0.1274
H  7.1846  0.1262  0.4457  0.1248
H  5.2438  -1.3422  0.7787  0.1182
H  2.9236  -0.4298  0.5903  0.0702
H  2.2979  6.1933  -0.5666  0.1243
H  0.2138  7.3695  -1.2418  0.1293
H  -1.7742  6.0691  -1.9135  0.1297
H  -1.7814  3.6217  -1.7521  0.1041
S  -0.1538  3.0885  2.1153  0.8272
C  -1.6155  2.8647  1.3486  -0.8069
N  -2.6085  2.6429  0.7858  0.1826
C  1.8264  -4.1446  -0.5642  -0.1745
C  1.4335  -3.3267  -1.8074  -0.1632
C  0.9539  -1.9128  -1.4469  -0.2063
C  0.1391  -1.9742  -0.1505  -0.4029
C  1.0594  -2.3387  1.0346  -0.1952
C  2.2341  -3.2269  0.5834  -0.1760
P  -0.8009  -0.4150  0.1802  1.0232
C  -1.6442  -0.5928  1.8282  -0.4170
C  -2.4536  -1.8885  2.0182  -0.1743
C  -2.7452  -2.1243  3.5149  -0.1716
C  -2.8705  -0.8120  4.2824  -0.1802
C  -1.5383  -0.0430  4.2698  -0.1732
C  -0.7065  -0.3964  3.0313  -0.2342
C  -2.2080  -0.2903  -1.0237  -0.4092
C  -2.9363  -1.6122  -1.3518  -0.1738
C  -2.6087  -2.1192  -2.7557  -0.1754
C  -3.0124  -1.1034  -3.8363  -0.1690
C  -2.8810  0.3450  -3.3439  -0.1747
C  -1.7725  0.4540  -2.3025  -0.2271
H  2.6515  -4.8124  -0.8089  0.1191
H  1.0025  -4.7873  -0.2430  0.1206
H  0.6521  -3.8521  -2.3595  0.1148
H  2.2839  -3.2393  -2.4853  0.1204
H  0.3707  -1.5159  -2.2780  0.0828
H  1.8074  -1.2425  -1.3047  0.1027
H  -0.6336  -2.7389  -0.2700  0.1176
H  0.4846  -2.8682  1.7952  0.1132
H  1.4589  -1.4327  1.5020  0.0832
H  2.5843  -3.8119  1.4331  0.1239
H  3.0715  -2.6036  0.2562  0.0929
H  -2.3488  0.2449  1.8156  0.0908
H  -1.9217  -2.7571  1.6240  0.1051
H  -3.3986  -1.8052  1.4808  0.1152
H  -1.9473  -2.7217  3.9634  0.1207
H  -3.6604  -2.7082  3.6043  0.1222
H  -3.1732  -1.0118  5.3094  0.1195
H  -3.6710  -0.2094  3.8429  0.1185
H  -0.9579  -0.2895  5.1603  0.1209
H  -1.7277  1.0335  4.3100  0.1038
H  -0.1575  -1.3190  3.2166  0.1026
H  0.0349  0.3818  2.8472  0.0487
H  -2.8988  0.3736  -0.4926  0.0949
H  -4.0110  -1.4303  -1.2874  0.1339
H  -2.7108  -2.3882  -0.6209  0.0871
H  -3.1284  -3.0624  -2.9220  0.1236
H  -1.5392  -2.3401  -2.8253  0.0936
H  -4.0387  -1.2828  -4.1583  0.1186
H  -2.3878  -1.2569  -4.7178  0.1172
H  -3.8183  0.6807  -2.8907  0.1239
H  -2.6870  1.0116  -4.1842  0.1193
H  -1.5706  1.5048  -2.0554  0.0639
H  -0.8508  0.0364  -2.7183  0.1017



Molecular formula: C32H41N3PPmSb
Method: DFT, wB97M-V/def2-TZVPD

The HOMO energy (spin up / spin down) is -17.13 / -17.11 eV. As for the expectation value of S²: 6.0084. The value obtained for the LUMO energy (spin up / spin down) is -0.3622 / -0.3283 Eh. The gap between HOMO and LUMO (spin up / spin down) comes out at 7.27 / 8.17 eV. Its net charge is +3. As for the multiplicity: 5.

Each line ends with the Löwdin charge.
Cartesian coordinates (Å):
Pm  0.2736  -0.2154  -0.9256  1.7938
C  -1.2635  -3.1117  -0.0905  -0.0543
C  -1.4025  -3.0893  -1.5748  -0.3116
C  -2.0600  -4.1016  -2.2519  0.0248
C  -2.2160  -4.0094  -3.6171  0.0186
C  -1.7009  -2.8976  -4.2814  -0.0916
C  -1.0467  -1.9150  -3.5663  -0.4449
N  -0.9042  -2.0160  -2.2186  -0.0950
Sb  -0.3054  -0.3189  -4.7727  1.6232
C  1.7105  -0.3199  -4.0445  -0.4382
C  2.6475  -0.3967  -5.0542  -0.0962
C  4.0022  -0.3257  -4.7416  0.0142
C  4.3750  -0.1727  -3.4256  0.0218
C  3.4010  -0.1147  -2.4412  -0.3073
C  3.7718  0.0020  -0.9952  -0.0272
N  2.0893  -0.1872  -2.7449  -0.0814
C  -0.9784  1.3608  -3.6188  -0.4390
C  -1.6999  2.2572  -4.3812  -0.1012
C  -2.0677  3.4863  -3.8383  0.0135
C  -1.6442  3.8048  -2.5686  0.0187
C  -0.9087  2.8848  -1.8367  -0.3032
C  -0.3028  3.2802  -0.5303  -0.0210
N  -0.6347  1.6565  -2.3350  -0.0856
H  -1.2445  -4.1266  0.3046  0.1144
H  -2.1078  -2.5986  0.3698  0.0801
H  -0.3432  -2.6382  0.2672  0.0290
H  -2.4429  -4.9503  -1.6996  0.1417
H  -2.7277  -4.7908  -4.1662  0.1404
H  -1.8062  -2.8137  -5.3554  0.1036
H  2.3340  -0.4998  -6.0854  0.1020
H  4.7498  -0.3804  -5.5229  0.1394
H  5.4179  -0.1034  -3.1460  0.1395
H  4.7702  0.4156  -0.8639  0.1140
H  3.7733  -0.9738  -0.5093  0.0922
H  3.0963  0.6701  -0.4576  0.0373
H  -1.9696  2.0160  -5.4015  0.1003
H  -2.6413  4.1961  -4.4221  0.1392
H  -1.8534  4.7754  -2.1376  0.1393
H  -0.8586  4.0859  -0.0542  0.1089
H  0.7186  3.6364  -0.6890  0.1152
H  -0.2836  2.4701  0.1904  0.0074
C  -0.9040  -0.6225  4.7695  -0.0563
C  -0.5197  -1.4409  3.5294  -0.6630
C  0.6068  -2.4342  3.8392  -0.0682
C  -1.7668  -2.2123  3.1014  -0.0786
P  0.0295  -0.3083  2.1395  1.0660
C  -1.3061  0.8774  1.9223  -0.4193
C  -2.2243  0.5190  0.9248  -0.1919
C  -3.3418  1.2959  0.6413  -0.0453
C  -3.5533  2.4528  1.3767  -0.0263
C  -2.6638  2.8153  2.3888  -0.0194
C  -1.5524  2.0314  2.6681  -0.0656
C  1.6437  0.5279  2.5517  -0.6770
C  2.7397  -0.4828  2.1587  -0.1014
C  1.7563  1.7677  1.6575  -0.1085
C  1.9015  0.9786  3.9939  -0.0562
H  -1.1674  -1.3366  5.5552  0.1103
H  -1.7875  -0.0034  4.5898  0.0902
H  -0.1076  0.0037  5.1583  0.0656
H  0.2302  -3.1761  4.5473  0.1087
H  1.4676  -1.9603  4.3076  0.0717
H  0.9426  -2.9755  2.9490  0.0878
H  -2.1471  -2.7386  3.9803  0.1111
H  -1.5413  -2.9689  2.3576  0.0529
H  -2.5710  -1.5645  2.7436  0.0872
H  -2.1247  -0.4369  0.4056  0.0530
H  -4.0496  0.9917  -0.1205  0.1252
H  -4.4284  3.0619  1.1832  0.1280
H  -2.8478  3.7101  2.9714  0.1304
H  -0.8837  2.3249  3.4690  0.1164
H  2.5391  -1.0005  1.2174  0.0321
H  2.8603  -1.2648  2.9041  0.0819
H  3.7008  0.0262  2.0509  0.1066
H  1.5064  1.5860  0.6030  -0.0037
H  2.7808  2.1492  1.6673  0.1175
H  1.0832  2.5674  1.9607  0.0882
H  1.9308  0.1429  4.6882  0.0795
H  1.1699  1.7043  4.3517  0.0855
H  2.8826  1.4624  4.0306  0.1098